Entry 1:
Entry from OMol25: C4H4MgO12 as an isolated structure at a distorted geometry (ωB97M-V/def2-TZVPD).

Structure (XYZ):
```
21
Properties=species:S:1:pos:R:3
C 11.82 -11.36 -6.27
O 17.26 -14.26 -4.24
O 13.63 -12.07 0.35
O 15.64 -12.48 0.75
C 16.87 -15.43 -4.14
H 17.01 -17.09 -4.18
Mg 15.09 -12.09 -2.61
H 13.34 -12.13 2.23
O 15.70 -8.52 -2.73
C 15.31 -7.33 -2.61
H 13.97 -6.21 -2.41
C 14.52 -12.27 1.15
O 14.24 -12.42 2.37
H 11.59 -10.60 -7.55
O 12.45 -11.79 -5.29
O 10.67 -11.56 -6.61
O 16.07 -6.41 -2.27
O 17.58 -16.44 -4.58
O 14.00 -7.13 -2.67
O 15.87 -15.58 -3.45
O 12.48 -10.69 -7.21
```

Total charge: -2
ΔE to the lowest compared entry with this formula, charge and spin in kcal/mol: 247.3
HOMO energy in eV: -3.20
F_max in eV/A: 5.96


Entry 2:
Entry from OMol25: an isolated ion of composition C4H4N and charge +1 at a distorted geometry (ωB97M-V/def2-TZVPD).

Structure (XYZ):
```
9
Properties=species:S:1:pos:R:3
H 0.79 1.14 -1.42
H -0.75 1.32 1.12
H -0.83 1.58 -1.24
C 0.01 0.95 -0.85
C 0.62 -2.16 0.73
C -0.10 1.69 0.37
C -0.51 -0.25 -0.32
N 0.10 -1.18 0.28
H 0.66 -3.08 1.33
```

Total charge: +1
ΔE to the lowest compared entry with this formula, charge and spin in kcal/mol: 124.3
HOMO energy (alpha / beta) in eV: -14.33 / -14.34
F_max in eV/A: 4.71


Entry 3:
Entry from OMol25: an isolated molecule of C4H4N2 at a distorted geometry (ωB97M-V/def2-TZVPD).

Structure (XYZ):
```
10
Properties=species:S:1:pos:R:3
N -0.54 -1.78 0.23
H -2.49 -0.66 0.43
C -0.81 0.81 -0.07
H -1.14 1.80 -0.42
C 0.77 0.85 0.02
H 1.05 1.87 0.31
H 2.52 -0.57 -0.40
N 0.63 -1.76 -0.13
C -1.47 -0.31 0.23
C 1.48 -0.25 -0.22
```

Total charge: 0
SMILES string: c1ccnnc1
ΔE to the lowest compared entry with this formula, charge and spin in kcal/mol: 98.2
HOMO energy in eV: -8.59
F_max in eV/A: 2.91


Entry 4:
Entry from OMol25: an isolated molecule of C4H4N2 (ωB97M-V/def2-TZVPD).

Structure (XYZ):
```
10
Properties=species:S:1:pos:R:3
C -1.30 -0.46 0.18
C -0.71 0.80 0.02
N 0.72 -1.55 0.20
N -0.60 -1.58 0.34
H -2.37 -0.60 0.14
C 1.32 -0.40 -0.10
H 2.37 -0.49 -0.36
C 0.66 0.83 -0.13
H -1.31 1.71 -0.01
H 1.22 1.75 -0.28
```

Total charge: 0
SMILES string: c1ccnnc1
ΔE to the lowest compared entry with this formula, charge and spin in kcal/mol: 23.8
HOMO energy in eV: -9.37
F_max in eV/A: 0.34


Entry 5:
Entry from OMol25: a 3-piece molecular cluster, C4H4N2 overall at a distorted geometry (ωB97M-V/def2-TZVPD).

Structure (XYZ):
```
10
Properties=species:S:1:pos:R:3
H -0.51 0.05 2.62
N -1.91 0.58 0.71
N -1.89 0.87 -0.35
H -0.83 0.46 -2.50
H 1.46 -1.22 -1.08
H 2.06 -0.12 0.75
C -0.18 0.07 -1.76
C 0.12 -0.04 1.77
C 0.66 -0.53 -1.12
C 1.02 -0.11 0.97
```

Total charge: 0
SMILES string: C#C.C#C.N#N
ΔE to the lowest compared entry with this formula, charge and spin in kcal/mol: 117.8
HOMO energy in eV: -8.82
F_max in eV/A: 2.06


Entry 6:
Entry from OMol25: an isolated molecule of C4H4N2 at a distorted geometry (ωB97M-V/def2-TZVPD).

Structure (XYZ):
```
10
Properties=species:S:1:pos:R:3
H -1.14 -1.03 -1.08
H -0.67 0.46 1.40
C -0.44 0.24 0.35
C -0.77 1.46 -0.42
N -1.02 2.40 -1.03
H -1.05 -1.70 0.42
H 3.21 -0.59 0.06
N -1.31 -0.85 -0.09
C 1.01 -0.04 0.24
C 2.17 -0.34 0.15
```

Total charge: 0
SMILES string: C#C[C@H](N)C#N
ΔE to the lowest compared entry with this formula, charge and spin in kcal/mol: 53.1
HOMO energy in eV: -10.47
F_max in eV/A: 1.09


no.,E (Ha)
1,-1257.8037
2,-208.9664
3,-264.1700
4,-264.2886
5,-264.1387
6,-264.2417